(1)
DFT (wB97M-V/def2-TZVPD) results for a structure of composition C30H32BCl2IN3O6PbSSe2.

Properties
- Energy above the lowest of the compared OMol25 structures with the same formula, charge and spin: 0.00 kJ/mol
- Charge: -1
- Strongest force on any atom: 0.0029 Eh/bohr
- Highest occupied orbital energy: -5.67 eV
- LUMO: 1.8 eV
- HOMO-LUMO gap: 7.52 eV

Each line ends with the Mulliken charge.
Atoms and positions in Å:
Pb (0.47, -0.89, -0.39)  1.329
O (-4.80, -0.74, 4.54)  -0.532
C (-4.02, 0.25, 3.86)  -1.423
C (-3.11, -0.43, 2.84)  1.046
C (-2.38, 0.67, 2.06)  0.532
O (-1.72, 1.51, 2.98)  -0.634
C (-2.12, -1.33, 3.58)  -0.982
Se (-1.25, -2.63, 2.38)  -0.153
C (-3.98, -1.27, 1.90)  -1.033
Se (-2.88, -2.35, 0.69)  -0.130
H (-5.21, -0.33, 5.31)  0.339
H (-3.40, 0.81, 4.56)  0.509
H (-4.67, 0.96, 3.34)  0.433
H (-3.11, 1.23, 1.47)  0.143
H (-1.67, 0.22, 1.36)  -0.500
H (-1.50, 2.33, 2.51)  0.241
H (-2.63, -1.90, 4.35)  0.536
H (-1.32, -0.73, 4.01)  0.441
H (-4.59, -0.63, 1.26)  0.519
H (-4.62, -1.94, 2.46)  0.516
C (0.99, 4.27, -3.03)  -1.489
C (1.81, 3.12, -2.50)  1.029
C (2.57, 3.28, -1.34)  -0.906
C (3.24, 2.21, -0.78)  -0.173
C (3.15, 0.96, -1.39)  -0.448
C (2.45, 0.79, -2.57)  -0.438
C (1.78, 1.88, -3.11)  -0.768
S (4.02, -0.40, -0.67)  1.270
O (4.99, -0.89, -1.63)  -0.752
O (4.56, 0.06, 0.60)  -0.784
N (2.82, -1.46, -0.47)  0.280
C (3.16, -2.73, -0.03)  0.133
C (4.39, -3.12, 0.45)  -0.553
C (4.64, -4.45, 0.84)  -0.995
C (3.68, -5.42, 0.78)  -0.939
C (2.40, -5.07, 0.31)  1.109
C (1.34, -6.00, 0.19)  -0.679
C (0.12, -5.61, -0.29)  -1.172
C (-0.05, -4.26, -0.64)  -0.450
N (0.90, -3.37, -0.52)  0.091
C (2.13, -3.74, -0.08)  0.059
H (0.17, 4.49, -2.34)  0.164
H (0.56, 4.03, -4.00)  0.341
H (1.59, 5.17, -3.13)  0.440
H (2.59, 4.24, -0.85)  0.320
H (3.81, 2.32, 0.13)  0.561
H (2.41, -0.18, -3.06)  0.537
H (1.21, 1.74, -4.03)  0.493
H (5.19, -2.40, 0.52)  0.510
H (5.63, -4.70, 1.21)  0.380
H (3.88, -6.44, 1.08)  0.383
H (1.52, -7.03, 0.48)  0.407
H (-0.70, -6.31, -0.40)  0.422
H (-1.01, -3.91, -1.02)  0.818
B (-1.32, 3.98, 0.61)  0.821
C (-0.40, 2.72, 0.36)  -0.792
N (0.25, 1.78, 0.23)  -0.122
H (-1.64, 4.45, -0.47)  -0.214
H (-0.71, 4.78, 1.28)  -0.213
H (-2.32, 3.59, 1.20)  -0.133
Cl (2.85, 1.77, 4.26)  -0.219
C (2.44, 1.03, 2.70)  0.971
Cl (1.65, -0.55, 2.90)  -0.128
H (3.35, 0.85, 2.14)  -0.040
H (1.75, 1.67, 2.17)  -0.542
I (-4.56, 4.37, -2.06)  0.046
C (-3.26, 2.80, -2.53)  -0.164
C (-3.09, 1.76, -1.63)  -0.388
C (-2.22, 0.73, -1.95)  0.769
C (-1.52, 0.72, -3.14)  0.267
C (-1.71, 1.77, -4.04)  -0.784
C (-2.58, 2.81, -3.74)  -0.453
C (-0.52, -0.36, -3.51)  -0.263
O (-0.11, -0.43, -4.65)  -0.699
O (-0.14, -1.15, -2.54)  -0.689
H (-3.61, 1.77, -0.69)  0.288
H (-2.11, -0.09, -1.25)  0.429
H (-1.18, 1.75, -4.98)  0.474
H (-2.71, 3.63, -4.44)  0.381

***

(2)
DFT (wB97M-V/def2-TZVPD) results for the molecule C10H20O2Si.

Properties
- Energy above the lowest of the compared OMol25 structures with the same formula, charge and spin: 0.00 kJ/mol
- Charge: 0
- Multiplicity: 3
- Strongest force on any atom: 0.2373 Eh/bohr
- Highest occupied orbital energy (alpha / beta): -5.54 / -9.68 eV
- LUMO (alpha / beta): 1.0 / -2.3 eV
- HOMO-LUMO gap (alpha / beta): 6.54 / 7.41 eV

Each line ends with the Mulliken spin population.
Atoms and positions in Å:
C (0.77, 1.75, -2.56)  1.142
C (-0.79, 2.21, 2.55)  0.014
C (-0.13, 1.79, -1.58)  0.731
C (0.12, 2.31, 1.64)  -0.004
C (-1.62, -1.53, -1.27)  -0.021
C (-3.40, -0.91, 0.37)  0.003
C (1.58, -1.96, 0.80)  -0.001
C (3.56, -0.74, -0.17)  0.001
C (-2.20, -0.42, -0.35)  0.028
C (2.28, -0.63, 0.63)  0.002
O (-1.19, 0.20, 0.46)  -0.018
O (1.49, 0.26, -0.09)  0.001
Si (0.15, 1.09, 0.16)  0.081
H (0.59, 2.32, -3.47)  0.006
H (1.74, 1.39, -2.23)  0.053
H (-0.93, 2.85, 3.38)  0.001
H (-1.36, 1.29, 2.43)  0.000
H (-1.14, 2.38, -1.56)  -0.046
H (0.66, 3.28, 1.55)  0.005
H (-1.08, -2.27, -0.63)  -0.001
H (-2.50, -1.98, -1.72)  -0.001
H (-1.02, -1.07, -1.99)  0.027
H (-3.16, -1.91, 0.81)  0.000
H (-4.35, -0.87, -0.14)  0.001
H (-3.63, -0.10, 1.17)  -0.001
H (1.60, -2.31, -0.28)  0.001
H (2.21, -2.54, 1.40)  0.000
H (0.56, -1.80, 1.21)  0.000
H (3.29, -1.22, -1.06)  0.000
H (4.27, -1.37, 0.31)  0.000
H (3.86, 0.27, -0.43)  -0.001
H (-2.62, 0.38, -0.92)  -0.003
H (2.40, -0.16, 1.56)  -0.001

***

(3)
DFT (wB97M-V/def2-TZVPD) results for a structure of composition C30H26MgS5Sb2.

Properties
- Charge: 0
- Strongest force on any atom: 0.0213 Eh/bohr
- Highest occupied orbital energy: -6.59 eV
- LUMO: -1.1 eV
- HOMO-LUMO gap: 5.53 eV

Each line ends with the natural charge from an NBO analysis.
Atoms and positions in Å:
Mg (1.09, 2.09, -0.44)  1.497
C (-0.56, -1.58, 0.87)  -0.727
C (-1.58, -1.59, -0.27)  -0.434
C (-1.48, -0.45, -1.28)  -0.732
Sb (0.31, -0.14, -2.51)  0.998
C (1.82, -1.32, -1.52)  -0.384
C (2.90, -0.60, -1.02)  -0.264
C (3.91, -1.24, -0.31)  -0.206
C (3.87, -2.61, -0.13)  -0.187
C (2.82, -3.34, -0.67)  -0.228
C (1.79, -2.70, -1.36)  -0.179
C (-0.39, -1.44, -4.07)  -0.334
C (-1.56, -1.00, -4.68)  -0.241
C (-2.12, -1.70, -5.73)  -0.205
C (-1.50, -2.86, -6.19)  -0.192
C (-0.32, -3.29, -5.60)  -0.225
C (0.24, -2.58, -4.55)  -0.175
Sb (0.00, 0.34, 1.73)  0.956
C (0.13, -0.43, 3.73)  -0.333
C (-0.81, -1.30, 4.27)  -0.242
C (-0.63, -1.83, 5.54)  -0.194
C (0.52, -1.52, 6.26)  -0.198
C (1.47, -0.67, 5.73)  -0.222
C (1.28, -0.13, 4.46)  -0.161
C (-1.90, 1.36, 1.77)  -0.261
C (-2.04, 2.49, 0.97)  -0.262
C (-3.24, 3.19, 0.92)  -0.207
C (-4.31, 2.77, 1.70)  -0.186
C (-4.17, 1.67, 2.52)  -0.207
C (-2.97, 0.97, 2.56)  -0.259
H (0.39, -1.98, 0.53)  0.230
H (-0.90, -2.21, 1.69)  0.228
H (-2.59, -1.54, 0.17)  0.212
H (-1.51, -2.54, -0.79)  0.210
H (-1.67, 0.51, -0.78)  0.208
H (-2.28, -0.56, -2.02)  0.238
H (3.00, 0.46, -1.23)  0.210
H (4.74, -0.66, 0.08)  0.228
H (4.66, -3.11, 0.41)  0.220
H (2.79, -4.42, -0.55)  0.220
H (0.96, -3.28, -1.74)  0.210
H (-2.04, -0.08, -4.34)  0.211
H (-3.03, -1.34, -6.20)  0.220
H (-1.94, -3.42, -7.01)  0.217
H (0.17, -4.18, -5.97)  0.218
H (1.18, -2.91, -4.12)  0.209
H (-1.70, -1.57, 3.71)  0.211
H (-1.37, -2.50, 5.95)  0.218
H (0.66, -1.95, 7.25)  0.220
H (2.37, -0.44, 6.28)  0.222
H (2.02, 0.55, 4.05)  0.214
H (-1.21, 2.87, 0.39)  0.185
H (-3.32, 4.07, 0.29)  0.226
H (-5.25, 3.32, 1.67)  0.218
H (-5.00, 1.34, 3.14)  0.218
H (-2.88, 0.12, 3.22)  0.210
S (3.92, 8.63, -1.19)  -0.087
C (3.29, 7.12, -1.02)  -0.568
S (2.89, 6.09, -2.35)  0.463
C (2.29, 4.72, -1.42)  -0.421
C (2.32, 4.86, -0.08)  -0.411
S (1.83, 3.72, 1.14)  -0.545
S (2.93, 6.40, 0.51)  0.463
S (1.72, 3.36, -2.35)  -0.528

***

(4)
DFT (wB97M-V/def2-TZVPD) results for a cluster of 14 separate species, H28O14 in total.

Properties
- Energy above the lowest of the compared OMol25 structures with the same formula, charge and spin: 290.49 kJ/mol
- Charge: 0
- Strongest force on any atom: 0.0068 Eh/bohr
- Highest occupied orbital energy: -11.27 eV
- LUMO: 0.0 eV
- HOMO-LUMO gap: 11.22 eV

Each line ends with the natural charge from an NBO analysis.
Atoms and positions in Å:
O (4.98, 1.01, -14.06)  -0.946
H (4.07, 0.75, -14.20)  0.470
H (5.10, 0.98, -13.12)  0.476
O (3.02, 3.54, -7.19)  -0.939
H (3.96, 3.41, -7.31)  0.469
H (2.67, 3.60, -8.07)  0.470
O (9.80, 0.84, -14.06)  -0.940
H (10.29, 1.46, -14.60)  0.469
H (8.96, 0.75, -14.52)  0.472
O (8.04, -0.12, -5.24)  -0.941
H (8.78, -0.17, -5.84)  0.471
H (8.15, 0.71, -4.78)  0.470
O (6.90, 9.12, -8.61)  -0.940
H (6.80, 9.63, -9.42)  0.468
H (6.19, 9.40, -8.05)  0.472
O (10.77, -0.32, -9.37)  -0.942
H (10.57, -0.31, -10.30)  0.473
H (11.14, 0.54, -9.19)  0.469
O (8.15, 4.73, -4.21)  -0.937
H (7.37, 5.26, -4.38)  0.469
H (8.53, 5.12, -3.42)  0.468
O (5.97, 5.32, -14.57)  -0.944
H (5.83, 4.38, -14.69)  0.477
H (5.87, 5.69, -15.44)  0.467
O (5.50, -1.72, -9.50)  -0.940
H (5.71, -2.64, -9.36)  0.468
H (5.67, -1.30, -8.66)  0.473
O (13.24, 3.61, -7.97)  -0.941
H (13.87, 3.61, -7.25)  0.468
H (13.03, 4.53, -8.11)  0.472
O (2.05, 5.44, -11.41)  -0.939
H (1.78, 6.10, -12.05)  0.468
H (2.96, 5.26, -11.61)  0.471
O (7.55, 3.44, -9.81)  -0.939
H (7.76, 4.36, -9.66)  0.468
H (8.39, 2.99, -9.81)  0.471
O (11.42, 7.90, -9.51)  -0.941
H (11.81, 8.64, -9.97)  0.468
H (10.53, 8.19, -9.28)  0.473
O (10.63, 6.72, -14.49)  -0.938
H (11.09, 7.08, -13.73)  0.467
H (9.74, 6.58, -14.18)  0.471

***

Question: The lowest strongest force on any atom belongs to which entry?
Answer: C30H32BCl2IN3O6PbSSe2

***

What did the fourth record say?
DFT (wB97M-V/def2-TZVPD) results for a cluster of 14 separate species, H28O14 in total.

Properties
- Energy above the lowest of the compared OMol25 structures with the same formula, charge and spin: 290.49 kJ/mol
- Charge: 0
- Strongest force on any atom: 0.0068 Eh/bohr
- Highest occupied orbital energy: -11.27 eV
- LUMO: 0.0 eV
- HOMO-LUMO gap: 11.22 eV

Each line ends with the natural charge from an NBO analysis.
Atoms and positions in Å:
O (4.98, 1.01, -14.06)  -0.946
H (4.07, 0.75, -14.20)  0.470
H (5.10, 0.98, -13.12)  0.476
O (3.02, 3.54, -7.19)  -0.939
H (3.96, 3.41, -7.31)  0.469
H (2.67, 3.60, -8.07)  0.470
O (9.80, 0.84, -14.06)  -0.940
H (10.29, 1.46, -14.60)  0.469
H (8.96, 0.75, -14.52)  0.472
O (8.04, -0.12, -5.24)  -0.941
H (8.78, -0.17, -5.84)  0.471
H (8.15, 0.71, -4.78)  0.470
O (6.90, 9.12, -8.61)  -0.940
H (6.80, 9.63, -9.42)  0.468
H (6.19, 9.40, -8.05)  0.472
O (10.77, -0.32, -9.37)  -0.942
H (10.57, -0.31, -10.30)  0.473
H (11.14, 0.54, -9.19)  0.469
O (8.15, 4.73, -4.21)  -0.937
H (7.37, 5.26, -4.38)  0.469
H (8.53, 5.12, -3.42)  0.468
O (5.97, 5.32, -14.57)  -0.944
H (5.83, 4.38, -14.69)  0.477
H (5.87, 5.69, -15.44)  0.467
O (5.50, -1.72, -9.50)  -0.940
H (5.71, -2.64, -9.36)  0.468
H (5.67, -1.30, -8.66)  0.473
O (13.24, 3.61, -7.97)  -0.941
H (13.87, 3.61, -7.25)  0.468
H (13.03, 4.53, -8.11)  0.472
O (2.05, 5.44, -11.41)  -0.939
H (1.78, 6.10, -12.05)  0.468
H (2.96, 5.26, -11.61)  0.471
O (7.55, 3.44, -9.81)  -0.939
H (7.76, 4.36, -9.66)  0.468
H (8.39, 2.99, -9.81)  0.471
O (11.42, 7.90, -9.51)  -0.941
H (11.81, 8.64, -9.97)  0.468
H (10.53, 8.19, -9.28)  0.473
O (10.63, 6.72, -14.49)  -0.938
H (11.09, 7.08, -13.73)  0.467
H (9.74, 6.58, -14.18)  0.471